11
Properties=species:S:1:pos:R:3:forces:R:3 method="wB97M-V/def2-TZVPD" smiles="ONC(=S)CS" e_above_lowest_kcal_mol=46.3 gap_ev=8.87 e_homo_ev=-8.6 total_energy_ha=-1005.50001
O 1.564171 -0.715024 0.112924 0.934 -1.792 2.444
N 0.641773 -0.712967 -0.862467 -2.286 0.004 0.351
C -0.604195 -0.203285 -0.711131 0.023 1.387 0.629
S -1.622469 0.097069 -1.969536 0.336 -0.451 0.163
C -0.942068 0.297360 0.704249 1.722 -0.363 -0.499
S -0.201156 1.962894 1.055540 -0.459 -0.277 -0.404
H 1.554483 -1.650507 0.495386 0.168 1.765 -0.614
H 1.068211 -0.732504 -1.726601 0.561 -0.121 -2.366
H -1.997362 0.320542 0.818748 -0.777 0.344 0.080
H -0.497007 -0.334404 1.460497 -0.116 -0.404 0.107
H 1.035619 1.670827 0.622391 -0.105 -0.091 0.109

9
Properties=species:S:1:pos:R:3:forces:R:3 method="wB97M-V/def2-TZVPD" smiles="CNC=S" e_above_lowest_kcal_mol=50.5 gap_ev=8.75 e_homo_ev=-8.3 total_energy_ha=-532.06213
C 0.726728 -0.795906 1.457705 4.153 -0.033 4.616
N -0.395919 -0.832514 0.727709 -8.454 -0.778 -1.408
C -0.842595 0.031153 -0.176957 -0.230 1.447 -4.486
S 0.221972 0.882025 -1.141945 -0.418 0.245 0.865
H 0.462278 -1.713198 2.138875 1.952 1.734 -0.639
H 1.020243 0.225636 2.174723 -1.523 -2.602 -1.926
H 1.675602 -0.872155 0.855865 -1.012 -0.450 0.497
H -1.281215 -1.429094 1.007863 2.964 1.321 0.084
H -1.961818 0.092528 -0.684656 2.568 -0.884 2.397